This record from the Open Molecules 2025 dataset describes a gas-phase ion, C3H10N3S (charge +1). The level of theory is the ωB97M-V functional and the def2-TZVPD basis.

Geometry (Å):
1 S -1.5783 0.2530 -2.1372
2 N 0.7277 -1.5318 1.7635
3 N 0.7221 -0.8038 0.5457
4 N -1.3957 0.1384 1.0531
5 C -0.3043 0.0932 0.2489
6 C 1.0547 1.0031 -1.5302
7 C -0.3390 0.9381 -0.9517
8 H 1.0145 1.5050 -2.5635
9 H 0.8636 -0.8792 2.5499
10 H -1.5193 -0.3823 1.8748
11 H 1.6110 0.0990 -1.3311
12 H 1.6140 -2.1691 1.6882
13 H -0.2166 -1.9142 1.8727
14 H -2.1261 0.8294 0.9444
15 H 1.5485 1.7573 -0.8668
16 H -0.7676 -0.7535 -2.5287
17 H -0.9091 1.8174 -0.6320

Cartesian forces (eV/Å) of the 3 atoms listed first:
0.413 -0.418 0.016
0.378 0.701 -0.132
-1.059 3.463 -3.154

As for the structure (SMILES): C[C@@H](S)/C(N)=N/[NH3+]. As for the spin multiplicity: 1. As for the HOMO energy: -12.839 eV. Its HOMO-LUMO gap is 9.0 eV. Its total charge is +1. The relative energy (zero: lowest compared OMol25 entry of this formula, charge and spin) is 2.7281 eV. The total energy is -682.4402 Ha. The largest force on an atom comes out at 5.76 eV Å⁻¹.